{
  "formula": "C7H20N5Sr",
  "method": "wB97M-V/def2-TZVPD",
  "elements": ["C", "Sr", "N", "H", "H", "H", "H", "H", "H", "H", "H", "C", "N", "C", "N", "C", "N", "C", "N", "C", "C", "H", "H", "H", "H", "H", "H", "H", "H", "H", "H", "H", "H"],
  "positions_angstrom": [[4.1284, 0.1023, -1.8531], [1.9551, 0.4270, -1.6954], [2.6685, 2.3461, 0.0384], [1.8013, -2.0759, -2.5269], [0.5140, 1.3685, -3.4597], [3.7864, -0.4169, -2.9421], [4.6075, -0.2413, -0.8881], [4.1316, 1.2200, -2.3747], [2.5886, 2.0656, 1.0065], [2.0026, 3.1069, -0.1001], [3.6009, 2.7495, -0.0851], [-1.1270, -0.6785, -0.9933], [-0.0971, -0.0624, -0.0585], [0.1181, -1.0715, 1.0319], [-1.1298, -1.4808, 1.7286], [-2.0743, -2.0584, 0.7535], [-2.3804, -1.0822, -0.3105], [-2.9943, 0.1045, 0.3223], [-2.0595, 0.7119, 1.2883], [-0.7985, 1.0887, 0.5967], [-1.7734, -0.2949, 2.3302], [-0.6783, -1.5625, -1.4603], [-1.3892, 0.0648, -1.7552], [0.7893, -0.6433, 1.7881], [0.5724, -1.9689, 0.5953], [-3.0090, -2.3332, 1.2703], [-1.6174, -2.9494, 0.2993], [-3.2214, 0.8392, -0.4624], [-3.9190, -0.2003, 0.8398], [-0.1403, 1.5399, 1.3537], [-1.0595, 1.8432, -0.1593], [-2.7139, -0.5995, 2.8188], [-1.0828, 0.1419, 3.0630]],
  "max_force_ev_per_a": 4.31,
  "homo_lumo_gap_ev": 4.841,
  "charge": -1,
  "energy_ev": -15864.0124
}


{
  "formula": "C5H8O2",
  "method": "wB97M-V/def2-TZVPD",
  "elements": ["C", "C", "O", "C", "C", "O", "C", "H", "H", "H", "H", "H", "H", "H", "H"],
  "positions_angstrom": [[2.0947, -0.3428, 0.5066], [0.8477, 0.5132, 0.5210], [0.5996, 1.1275, -0.7487], [-0.3822, 0.2709, -0.2230], [-1.7880, 0.8351, -0.0877], [-2.3420, -0.4197, -0.5166], [-1.0436, -1.0110, -0.6936], [2.1855, -0.9656, 1.3996], [2.1045, -0.9747, -0.3876], [2.9965, 0.2853, 0.4547], [0.5875, 1.0582, 1.4210], [-2.1715, 1.1763, 0.8829], [-1.9445, 1.6292, -0.8328], [-0.8408, -1.3430, -1.7131], [-0.9036, -1.8389, 0.0172]],
  "max_force_ev_per_a": 1.10,
  "homo_lumo_gap_ev": 10.790,
  "smiles": "C[C@H]1OC12COC2",
  "charge": 0,
  "energy_ev": -9407.0041
}


{
  "formula": "C57H144N8O19",
  "method": "wB97M-V/def2-TZVPD",
  "elements": ["C", "C", "C", "O", "H", "H", "H", "H", "H", "H", "H", "H", "C", "C", "C", "O", "H", "H", "H", "H", "H", "H", "H", "H", "C", "C", "C", "O", "H", "H", "H", "H", "H", "H", "H", "H", "C", "O", "C", "C", "N", "C", "C", "O", "C", "H", "H", "H", "H", "H", "H", "H", "H", "H", "H", "H", "H", "H", "H", "H", "C", "O", "C", "C", "N", "C", "C", "O", "C", "H", "H", "H", "H", "H", "H", "H", "H", "H", "H", "H", "H", "H", "H", "H", "C", "O", "C", "C", "N", "C", "C", "O", "C", "H", "H", "H", "H", "H", "H", "H", "H", "H", "H", "H", "H", "H", "H", "H", "C", "O", "C", "C", "N", "C", "C", "O", "C", "H", "H", "H", "H", "H", "H", "H", "H", "H", "H", "H", "H", "H", "H", "H", "C", "O", "C", "C", "N", "C", "C", "O", "C", "H", "H", "H", "H", "H", "H", "H", "H", "H", "H", "H", "H", "H", "H", "H", "C", "O", "C", "C", "N", "C", "C", "O", "C", "H", "H", "H", "H", "H", "H", "H", "H", "H", "H", "H", "H", "H", "H", "H", "C", "O", "C", "C", "N", "C", "C", "O", "C", "H", "H", "H", "H", "H", "H", "H", "H", "H", "H", "H", "H", "H", "H", "H", "C", "O", "C", "C", "N", "C", "C", "O", "C", "H", "H", "H", "H", "H", "H", "H", "H", "H", "H", "H", "H", "H", "H", "H"],
  "positions_angstrom": [[13.2273, 15.5343, 8.9740], [14.2612, 15.8487, 10.0860], [14.7280, 17.3012, 9.9518], [13.7367, 15.6281, 11.3857], [12.3216, 16.1509, 8.9002], [12.8833, 14.5049, 9.0852], [13.7634, 15.6727, 8.0332], [15.0631, 15.1113, 9.9918], [13.8602, 17.9617, 9.9440], [15.0453, 17.4586, 8.9134], [15.5387, 17.5393, 10.6370], [13.1243, 16.3591, 11.5453], [17.6129, 22.8548, 10.0859], [17.0219, 21.7924, 10.9970], [17.5494, 20.3901, 10.7081], [17.2533, 22.1728, 12.3689], [17.2839, 22.6200, 9.0769], [18.6788, 22.9031, 10.3051], [17.1503, 23.7917, 10.4080], [15.9295, 21.8266, 10.9303], [16.9702, 19.7100, 11.3329], [18.6223, 20.4731, 10.8688], [17.4170, 20.1406, 9.6563], [18.2108, 22.1822, 12.4648], [17.9724, 19.0961, 14.4069], [16.4983, 18.6939, 14.0567], [16.5151, 17.3316, 13.3639], [15.5730, 18.7970, 15.0854], [18.0165, 20.0395, 14.9383], [18.3683, 19.1162, 13.3947], [18.4881, 18.3234, 14.9791], [16.1525, 19.4241, 13.3227], [15.5447, 17.0087, 12.9857], [16.9724, 16.5228, 13.9572], [17.2419, 17.3707, 12.5483], [16.0523, 18.8828, 15.9113], [24.5773, 19.9862, 17.0745], [24.6538, 19.8065, 15.6820], [23.5561, 18.9980, 15.2078], [22.5367, 19.9493, 14.5317], [21.7185, 20.8008, 15.3699], [20.7773, 20.0653, 16.1970], [19.9916, 20.9996, 17.1264], [20.7482, 21.2631, 18.2808], [20.0228, 21.8962, 19.3158], [24.5482, 19.0644, 17.6658], [23.6329, 20.4656, 17.4288], [25.3660, 20.6411, 17.4599], [23.0996, 18.4432, 16.0284], [23.9687, 18.3694, 14.4168], [21.8126, 19.2863, 14.0672], [23.0850, 20.5507, 13.8041], [22.2070, 21.4725, 15.9443], [21.3152, 19.4197, 16.9043], [20.2015, 19.4262, 15.5350], [19.0958, 20.5064, 17.4711], [19.7894, 21.9432, 16.6298], [20.6720, 21.9085, 20.1881], [19.0933, 21.3656, 19.5210], [19.7721, 22.9323, 19.0897], [10.9596, 22.6858, 11.7420], [11.3922, 21.6229, 12.5948], [12.3467, 20.8018, 11.9138], [12.9214, 19.8043, 12.8877], [11.9603, 18.8079, 13.2694], [12.4541, 18.0026, 14.3760], [11.4463, 16.9954, 14.8717], [10.1928, 17.6199, 15.2427], [10.2201, 18.2932, 16.5310], [10.4891, 22.2512, 10.8689], [11.8320, 23.3044, 11.5407], [10.2393, 23.2716, 12.3015], [13.1847, 21.4187, 11.5721], [11.9255, 20.3504, 11.0131], [13.3042, 20.4340, 13.7069], [13.7899, 19.3522, 12.4133], [11.0973, 19.2902, 13.5327], [12.8430, 18.6317, 15.1700], [13.3048, 17.4333, 13.9770], [11.8303, 16.3548, 15.6641], [11.1718, 16.3653, 14.0145], [9.2106, 18.6716, 16.6867], [11.0081, 19.0328, 16.4806], [10.4969, 17.5194, 17.2423], [16.8646, 11.4156, 22.3416], [16.5392, 12.2088, 21.2223], [15.6097, 11.5679, 20.3539], [15.5417, 12.3290, 19.0549], [16.8552, 12.3113, 18.3950], [17.0747, 13.4379, 17.4929], [16.2197, 13.3549, 16.2327], [15.0809, 14.1268, 16.4426], [14.3138, 14.1137, 15.2893], [17.6370, 11.9640, 22.8894], [17.2353, 10.3902, 22.1510], [16.0008, 11.2622, 23.0206], [14.6201, 11.5950, 20.8312], [15.9462, 10.5349, 20.2368], [15.2684, 13.3603, 19.3020], [14.7790, 12.0065, 18.3616], [17.5945, 12.3229, 19.0881], [18.1129, 13.4992, 17.1767], [16.7156, 14.3804, 17.9246], [16.0412, 12.3187, 15.9267], [16.8088, 13.7225, 15.3831], [14.8637, 14.5898, 14.4680], [13.4134, 14.6700, 15.5255], [14.0332, 13.0928, 15.0158], [17.7611, 17.2257, 17.6659], [17.0502, 18.4457, 17.6118], [17.0743, 19.1392, 18.8277], [16.3384, 20.4044, 18.6190], [16.2771, 21.1594, 19.8586], [15.9887, 22.5782, 19.8258], [15.8767, 23.1680, 21.2277], [15.6673, 24.5946, 20.9201], [15.3420, 25.2885, 22.1432], [17.4728, 16.6528, 16.7890], [17.6316, 16.6350, 18.5884], [18.8388, 17.4639, 17.6794], [18.0998, 19.3297, 19.1218], [16.5610, 18.5082, 19.5499], [15.3475, 20.2564, 18.1809], [16.8361, 21.1010, 17.9355], [15.5981, 20.7828, 20.5019], [15.0400, 22.7414, 19.3291], [16.7719, 23.0825, 19.2811], [16.8076, 23.0712, 21.7810], [15.0557, 22.7742, 21.8394], [16.1416, 25.1437, 22.8828], [14.4183, 24.8691, 22.5566], [15.1074, 26.3223, 21.9594], [19.3095, 11.0075, 14.3296], [20.6669, 11.2837, 14.4280], [21.4773, 10.5788, 13.4670], [21.1404, 11.1472, 12.0433], [21.3454, 12.5911, 11.9244], [20.7065, 13.1821, 10.7422], [19.1771, 13.0710, 10.6953], [18.7005, 13.5890, 11.9569], [17.2878, 13.5968, 12.0670], [18.7770, 11.1901, 15.2639], [19.1330, 9.9485, 14.1276], [18.8505, 11.6561, 13.5731], [21.2714, 9.5116, 13.4869], [22.4717, 10.9185, 13.7183], [20.1649, 10.7529, 11.7629], [21.7156, 10.6162, 11.2651], [21.0261, 13.1010, 12.7454], [21.0780, 12.6943, 9.8442], [20.8916, 14.2520, 10.7615], [18.7606, 12.0636, 10.5235], [18.8355, 13.7279, 9.8849], [16.9927, 13.9823, 13.0426], [16.9399, 12.5679, 12.0580], [16.8830, 14.2447, 11.2795], [13.9939, 16.9952, 18.0513], [12.7270, 16.8633, 18.6116], [12.4032, 15.4845, 18.8869], [11.0493, 15.5894, 19.5951], [11.1000, 16.2817, 20.8652], [9.7707, 16.4789, 21.4268], [9.8213, 17.3363, 22.6739], [10.0354, 18.7066, 22.3454], [10.0030, 19.5339, 23.4665], [14.7372, 16.5234, 18.6876], [14.1544, 18.0691, 17.9524], [14.1221, 16.4438, 17.1170], [13.1994, 15.0408, 19.4721], [12.3610, 14.9540, 17.9285], [10.6583, 14.5849, 19.7831], [10.3516, 16.0552, 18.9028], [11.5297, 17.2065, 20.8193], [9.3151, 15.5107, 21.6303], [9.1286, 16.9892, 20.7064], [10.6289, 17.0276, 23.3415], [8.8452, 17.2440, 23.1720], [10.7777, 19.2750, 24.1929], [9.0467, 19.4791, 24.0020], [10.1320, 20.5533, 23.1227], [9.8324, 21.9519, 15.7023], [11.0080, 21.7891, 16.4839], [12.1841, 22.0048, 15.7577], [13.3238, 21.6436, 16.6814], [14.6738, 21.7135, 16.0945], [15.1355, 22.9463, 15.4492], [15.4746, 23.9187, 16.5478], [16.1244, 25.0994, 16.0069], [17.5586, 25.0021, 15.9041], [9.7978, 22.9253, 15.2116], [9.0311, 21.7658, 16.4188], [9.7552, 21.2064, 14.9168], [12.2939, 23.0495, 15.4315], [12.2840, 21.4996, 14.8044], [13.1389, 20.6170, 17.0022], [13.2249, 22.2760, 17.5636], [14.8105, 20.8991, 15.4958], [14.3940, 23.3878, 14.7884], [16.0637, 22.7643, 14.9080], [16.2047, 23.4929, 17.2430], [14.6528, 24.3615, 17.1138], [17.8853, 25.9836, 15.5611], [17.8675, 24.2013, 15.2275], [17.9014, 24.7133, 16.9001], [25.4224, 9.8219, 15.7851], [24.5693, 10.8858, 15.4636], [24.8464, 11.9932, 16.3123], [24.2283, 13.2486, 15.6929], [22.7901, 13.4182, 15.7830], [22.3736, 14.7528, 15.2894], [20.8488, 14.7964, 15.4109], [20.4163, 16.1455, 15.0807], [20.3711, 16.4402, 13.6741], [26.4388, 9.9898, 15.4252], [24.9901, 8.9539, 15.3072], [25.4629, 9.6776, 16.8653], [25.9329, 12.0714, 16.3809], [24.5499, 11.7581, 17.3338], [24.4808, 13.1958, 14.6406], [24.6433, 14.1652, 16.1139], [22.2499, 12.6670, 15.3596], [22.7823, 14.9492, 14.2845], [22.8865, 15.4224, 15.9755], [20.5075, 14.6729, 16.4310], [20.4193, 14.1182, 14.6831], [21.3834, 16.5702, 13.2951], [19.7964, 17.3625, 13.6254], [19.8917, 15.6032, 13.1691]],
  "max_force_ev_per_a": 2.94,
  "homo_lumo_gap_ev": 8.720,
  "smiles": "COCCNCCOC.COCCNCCOC.COCCNCCOC.COCCNCCOC.COCCNCCOC.COCCNCCOC.COCCNCCOC.COCCNCCOC.CC(C)O.CC(C)O.CC(C)O",
  "charge": 0,
  "energy_ev": -112255.7281
}


{
  "formula": "C4H11N3O",
  "method": "wB97M-V/def2-TZVPD",
  "elements": ["C", "C", "C", "C", "N", "N", "N", "O", "H", "H", "H", "H", "H", "H", "H", "H", "H", "H", "H"],
  "positions_angstrom": [[-2.0181, 0.1875, -0.0143], [-0.7909, 1.0497, 0.3183], [-0.2494, -1.2491, 0.5207], [1.6794, 0.5150, 0.6775], [-1.5919, -1.1585, -0.0140], [0.2911, 0.0662, -0.0082], [0.6387, -0.0217, -1.4041], [-3.1500, 0.5510, -0.0023], [-0.7688, 1.9768, -0.0717], [-0.7331, 1.2714, 1.3483], [-0.1161, -1.3154, 1.5672], [0.4178, -2.0106, 0.2580], [2.3548, -0.2548, 0.9149], [2.2959, 1.2813, 0.1217], [1.6137, 0.9156, 1.7144], [-2.2488, -1.7550, -0.4751], [1.3657, 0.6863, -1.8043], [-0.0840, 0.2061, -1.9769], [1.0938, -0.9418, -1.6700]],
  "max_force_ev_per_a": 5.66,
  "homo_lumo_gap_ev": 10.175,
  "smiles": "C[N@@+]1([NH3+])CNC(=O)C1",
  "charge": 2,
  "energy_ev": -10822.1291
}